C4H11NO | the ωB97M-V functional and the def2-TZVPD basis

**LUMO level**: 0.91 eV
**SMILES string**: CC(C)=CN.O
**Energy relative to the best compared isomer or geometry (same formula, charge and spin)**: 1.814 eV
**HOMO-LUMO gap**: 8.6 eV

Each atom is followed by the atoms it is bonded to, with distances in Å.
Element x y z (Å)
1 H 1.4134 1.3332 2.0728  N14 1.041
2 H -1.9713 -2.0190 0.2908  C5 1.077
3 H -0.2564 -0.3027 2.2383  C15 1.188
4 H -0.7112 -0.3669 -1.9631  C12 1.044
5 C -2.1678 -0.9622 0.3590  H2 1.077, C6 1.493, H9 1.054, H17 1.126
6 C -1.0190 -0.0463 0.0945  C5 1.493, C12 1.494, C15 1.429
7 H 0.7650 1.8930 0.6601  N14 1.054
8 H -1.5057 1.1399 -1.7120  C12 1.115
9 H -2.5350 -0.7319 1.3198  C5 1.054
10 H 1.9726 0.0217 -0.6408  O11 0.946
11 O 2.4121 -0.6000 -1.2020  H10 0.946, H13 0.971
12 C -0.7516 0.4334 -1.2944  H4 1.044, C6 1.494, H8 1.115, H16 1.103
13 H 3.3232 -0.8547 -0.9834  O11 0.971
14 N 1.0101 1.0045 1.1717  H1 1.041, H7 1.054, C15 1.387
15 C -0.0756 0.1408 1.1513  H3 1.188, C6 1.429, N14 1.387
16 H 0.2088 0.9722 -1.3593  C12 1.103
17 H -2.9875 -0.7098 -0.3712  C5 1.126


C4H11NO | the ωB97M-V functional and the def2-TZVPD basis

**LUMO level**: 0.87 eV
**SMILES string**: CC=O.CCN
**Energy relative to the best compared isomer or geometry (same formula, charge and spin)**: 1.591 eV
**HOMO-LUMO gap**: 10.0 eV

Each atom is followed by the atoms it is bonded to, with distances in Å.
Element x y z (Å)
1 C 0.8769 -1.2959 2.0057  C4 1.489, H10 1.096, H15 1.092, H16 1.090
2 H 1.5583 1.6326 -0.8002  C11 1.096
3 N 0.1159 0.2644 -2.9853  H9 1.017, C12 1.473, H17 1.006
4 C -0.6104 -1.2380 1.9522  C1 1.489, O5 1.200, H13 1.109
5 O -1.2421 -0.2303 2.1139  C4 1.200
6 H 0.3971 2.6286 -1.8404  C11 1.081
7 H -1.1995 0.5965 -1.3850  C12 1.101
8 H 0.1266 2.0472 -0.0841  C11 1.090
9 H 1.0957 0.4456 -3.1879  N3 1.017
10 H 1.2980 -1.9973 1.2762  C1 1.096
11 C 0.5261 1.8680 -1.0826  H2 1.096, H6 1.081, H8 1.090, C12 1.519
12 C -0.1139 0.5777 -1.5648  N3 1.473, H7 1.101, C11 1.519, H14 1.104
13 H -1.0685 -2.2345 1.7870  C4 1.109
14 H 0.0790 -0.3273 -0.9629  C12 1.104
15 H 1.2662 -1.7103 2.9380  C1 1.092
16 H 1.3518 -0.3475 1.7554  C1 1.090
17 H -0.0369 -0.7136 -3.1623  N3 1.006


C4H11NO | the ωB97M-V functional and the def2-TZVPD basis

**LUMO level**: 0.86 eV
**SMILES string**: C=C(C)NC.O
**Energy relative to the best compared isomer or geometry (same formula, charge and spin)**: 1.441 eV
**HOMO-LUMO gap**: 8.7 eV

Each atom is followed by the atoms it is bonded to, with distances in Å.
Element x y z (Å)
1 H -1.2491 -0.6889 -1.1757  N10 1.004
2 C 0.0669 -0.5314 0.3207  C3 1.338, N10 1.379, C14 1.493
3 C 1.1305 -0.8327 -0.4329  C2 1.338, H9 1.085, H13 1.079
4 H 2.5824 1.7934 -3.0279  O5 0.956
5 O 2.9995 1.1654 -2.4398  H4 0.956, H11 0.961
6 H 1.1483 -0.1943 2.2190  C14 1.088
7 H -2.1759 0.6680 1.2005  C16 1.046
8 H -0.5424 -0.6210 2.3421  C14 1.093
9 H 1.0394 -1.3078 -1.4043  C3 1.085
10 N -1.2157 -0.5318 -0.1848  H1 1.004, C2 1.379, C16 1.449
11 H 2.3520 0.9332 -1.7684  O5 0.961
12 H -0.0553 0.9888 1.8633  C14 1.092
13 H 2.1492 -0.6910 -0.1074  C3 1.079
14 C 0.1817 -0.0698 1.7362  C2 1.493, H6 1.088, H8 1.093, H12 1.092
15 H -3.0968 -0.7683 0.7454  C16 1.088
16 C -2.4141 0.0142 0.4190  H7 1.046, N10 1.449, H15 1.088, H17 1.094
17 H -2.9004 0.6739 -0.3051  C16 1.094


C4H11NO | the ωB97M-V functional and the def2-TZVPD basis

**LUMO level**: 0.59 eV
**SMILES string**: C=CCNC.O
**Energy relative to the best compared isomer or geometry (same formula, charge and spin)**: 2.879 eV
**HOMO-LUMO gap**: 9.4 eV

Each atom is followed by the atoms it is bonded to, with distances in Å.
Element x y z (Å)
1 H 0.0418 2.6319 -0.6472  C14 1.079
2 C -0.4067 0.7123 0.7427  C3 1.497, H7 1.127, H9 1.085, N12 1.567
3 C -0.6741 -0.7412 0.9798  C2 1.497, C11 1.322, H17 1.055
4 H 0.9593 0.1172 -0.6924  N12 1.051
5 H 1.5843 2.8314 0.2639  C14 1.030
6 H 0.5001 -1.0740 2.6585  C11 1.074
7 H -0.4174 1.5144 1.5345  C2 1.127
8 H -1.3070 -2.0875 -2.0960  O16 1.035
9 H -1.1193 0.9532 -0.0398  C2 1.085
10 H 1.6585 2.3012 -1.4101  C14 1.109
11 C -0.1794 -1.4991 1.9441  C3 1.322, H6 1.074, H13 1.161
12 N 0.9807 0.8769 0.0329  C2 1.567, H4 1.051, C14 1.546
13 H -0.5807 -2.5746 2.1184  C11 1.161
14 C 1.0649 2.3352 -0.4738  H1 1.079, H5 1.030, H10 1.109, N12 1.546
15 H -0.1654 -2.4575 -3.0049  O16 0.942
16 O -0.5381 -2.7734 -2.1993  H8 1.035, H15 0.942
17 H -1.4015 -1.0662 0.2889  C3 1.055


C4H11NO | the ωB97M-V functional and the def2-TZVPD basis

**LUMO level**: 0.97 eV
**SMILES string**: CC/C=C/N.O
**Energy relative to the best compared isomer or geometry (same formula, charge and spin)**: 1.053 eV
**HOMO-LUMO gap**: 9.1 eV

Each atom is followed by the atoms it is bonded to, with distances in Å.
Element x y z (Å)
1 H 1.3021 -1.2820 1.2187  C11 1.094
2 C -0.0225 0.1526 0.3221  H7 1.087, C8 1.335, C11 1.512
3 H -1.9718 1.4960 -1.8901  N6 1.005
4 H -1.9230 -1.0423 0.5137  O10 0.979
5 H 1.1851 -1.4119 -0.4800  C11 1.091
6 N -1.6690 1.4200 -0.9345  H3 1.005, C8 1.394, H16 1.010
7 H -0.4758 0.4064 1.2773  C2 1.087
8 C -0.4850 0.6942 -0.8076  C2 1.335, N6 1.394, H15 1.083
9 H 3.4477 -0.4118 0.2311  C12 1.091
10 O -2.8816 -1.0213 0.7106  H4 0.979, H17 0.970
11 C 1.2477 -0.6674 0.3156  H1 1.094, C2 1.512, H5 1.091, C12 1.520
12 C 2.5176 0.1579 0.1916  H9 1.091, C11 1.520, H13 1.087, H14 1.088
13 H 2.5424 0.9106 0.9758  C12 1.087
14 H 2.5488 0.7087 -0.7463  C12 1.088
15 H 0.0769 0.6218 -1.7303  C8 1.083
16 H -2.4008 1.1520 -0.2928  N6 1.010
17 H -3.0387 -1.8835 1.1250  O10 0.970


C4H11NO | the ωB97M-V functional and the def2-TZVPD basis

**LUMO level**: 0.94 eV
**SMILES string**: CN(C)CCO
**Energy relative to the best compared isomer or geometry (same formula, charge and spin)**: 1.513 eV
**HOMO-LUMO gap**: 9.6 eV

Each atom is followed by the atoms it is bonded to, with distances in Å.
Element x y z (Å)
1 H 1.0209 1.4477 1.1824  C7 1.112
2 C -0.5426 -0.5884 0.1361  H8 1.088, H13 1.140, N16 1.458, C17 1.581
3 H -3.0782 -1.0242 -0.4051  O12 0.955
4 H -1.6481 1.3141 0.3717  C17 1.122
5 H 1.9287 1.6671 -0.2951  C7 1.118
6 H 2.7121 -0.5129 -0.4678  C15 1.074
7 C 0.9375 1.3132 0.0821  H1 1.112, H5 1.118, H10 1.100, N16 1.466
8 H -0.7271 -1.5505 -0.3360  C2 1.088
9 H -1.7051 0.6112 -1.3223  C17 1.130
10 H 0.1473 1.9655 -0.3174  C7 1.100
11 H 1.6764 -1.9142 -0.4725  C15 1.096
12 O -2.9700 -0.2363 0.1234  H3 0.955, C17 1.402
13 H -0.5579 -0.7915 1.2575  C2 1.140
14 H 1.9999 -1.0695 1.0535  C15 1.108
15 C 1.8208 -0.9222 -0.0304  H6 1.074, H11 1.096, H14 1.108, N16 1.410
16 N 0.7365 -0.0758 -0.3404  C2 1.458, C7 1.466, C15 1.410
17 C -1.7513 0.3667 -0.2196  C2 1.581, H4 1.122, H9 1.130, O12 1.402


C4H11NO | the ωB97M-V functional and the def2-TZVPD basis

**LUMO level**: 1.01 eV
**SMILES string**: NCCCCO
**Energy relative to the best compared isomer or geometry (same formula, charge and spin)**: 2.483 eV
**HOMO-LUMO gap**: 10.1 eV

Each atom is followed by the atoms it is bonded to, with distances in Å.
Element x y z (Å)
1 H -0.7803 -1.8462 2.1339  N14 1.003
2 H -0.5791 0.2444 -1.9284  C7 1.086
3 H -0.6652 -0.0650 2.6973  N14 0.998
4 H -1.6428 -1.2968 0.1644  C11 1.096
5 H 1.5546 1.0613 -2.4822  C15 1.079
6 H 1.7367 1.6106 -0.8603  C15 1.093
7 C 0.1307 0.0707 -1.1255  H2 1.086, H10 1.111, C15 1.533, C17 1.570
8 H -2.4107 0.0049 1.0566  C11 1.087
9 O 2.6078 -0.1657 -1.1146  C15 1.489, H16 0.956
10 H 0.2652 -0.9826 -0.7986  C7 1.111
11 C -1.4574 -0.4852 0.8779  H4 1.096, H8 1.087, N14 1.513, C17 1.544
12 H -1.0870 1.4043 -0.0443  C17 1.110
13 H 0.2775 0.8655 0.9651  C17 1.092
14 N -1.0407 -0.8882 2.2754  H1 1.003, H3 0.998, C11 1.513
15 C 1.4718 0.7343 -1.4577  H5 1.079, H6 1.093, C7 1.533, O9 1.489
16 H 2.0932 -0.7931 -0.6089  O9 0.956
17 C -0.4743 0.5267 0.2497  C7 1.570, C11 1.544, H12 1.110, H13 1.092


C4H11NO | the ωB97M-V functional and the def2-TZVPD basis

**Multiplicity**: 2
**LUMO level (spin up / spin down)**: -3.36 / -8.89 eV
**Net charge**: +1
**Energy relative to the best compared isomer or geometry (same formula, charge and spin)**: 2.993 eV
**HOMO-LUMO gap (spin up / spin down)**: 10.1 / 4.5 eV

Each atom is followed by the atoms it is bonded to, with distances in Å.
Element x y z (Å)
1 C -0.6888 -0.8875 0.8965  H3 1.084, C8 1.401, C10 1.501
2 H -1.8151 0.8133 -3.2820  O14 0.965
3 H -0.9336 -0.7484 -0.1499  C1 1.084
4 N 1.0027 0.7204 -1.0610  H5 1.027, H13 1.016, C17 1.506
5 H -0.0151 0.8469 -1.1042  N4 1.027
6 H 1.8141 -1.1170 -0.4036  C17 1.093
7 H 2.5189 0.1627 0.3192  C17 1.101
8 C -1.4396 -1.4210 1.9519  C1 1.401, H12 1.125, H15 1.114
9 H -0.5397 1.6857 -3.1078  O14 0.956
10 C 0.5585 -0.1206 1.2249  C1 1.501, H11 1.071, H16 1.104, C17 1.513
11 H 0.2531 0.8782 1.4627  C10 1.071
12 H -0.9064 -1.5767 2.9305  C8 1.125
13 H 1.4400 1.6299 -0.9396  N4 1.016
14 O -1.3670 1.4375 -2.6981  H2 0.965, H9 0.956
15 H -2.4885 -1.7462 1.7669  C8 1.114
16 H 1.1017 -0.3880 2.1481  C10 1.104
17 C 1.5051 -0.1692 0.0454  N4 1.506, H6 1.093, H7 1.101, C10 1.513